P) Below is a single C5H6N2O molecule, with properties calculated with ωB97M-V with the def2-TZVPD basis set.

```
! wB97M-V def2-TZVPD RIJCOSX def2/J DEFGRID3
* xyz 0 1
C 2.090 -0.731 0.123
C 0.650 -0.698 0.138
C 2.780 0.439 0.030
C -0.042 0.472 0.021
C 0.771 1.767 -0.101
N -2.536 0.972 -0.081
N -1.413 0.287 0.275
O 2.113 1.584 -0.014
H 2.574 -1.730 0.124
H 0.024 -1.498 -0.085
H 3.878 0.578 0.003
H -2.165 1.846 -0.636
H -1.565 -0.740 0.341
H -3.202 1.316 0.594
*
```

Output
- E_HOMO: -7.628 eV
- Lowest unoccupied orbital energy: 0.00681 Ha
- Frontier orbital gap: 7.8 eV

Q) Below is 2 unconnected molecules or ions with the total composition C5H6N2O, with properties calculated with ωB97M-V with the def2-TZVPD basis set.

```
! wB97M-V def2-TZVPD RIJCOSX def2/J DEFGRID3
* xyz 0 1
C 1.158 -0.341 -0.133
C 0.523 -0.373 -1.311
C 0.712 -1.684 -0.652
C -0.654 0.425 0.990
N -0.356 1.767 1.198
C -1.672 0.360 -0.240
O -0.805 -0.372 1.895
N -2.516 0.266 -1.019
H 2.011 0.073 0.363
H 0.255 0.122 -2.219
H -0.243 2.360 0.390
H 0.286 1.935 1.960
H 1.408 -2.382 -1.108
H -0.108 -2.155 -0.114
*
```

Output
- E_HOMO: -9.650 eV
- Lowest unoccupied orbital energy: -0.00316 Ha
- Frontier orbital gap: 9.6 eV
- Structure (SMILES): N#CC(N)=O.C1=CC1

R) Below is a single C5H6N2O molecule, with properties calculated with ωB97M-V with the def2-TZVPD basis set.

```
! wB97M-V def2-TZVPD RIJCOSX def2/J DEFGRID3
* xyz 0 1
C -0.350 1.176 0.406
C 0.205 -0.327 0.412
C 1.856 1.205 -0.361
C -2.131 -0.529 -0.772
C -1.024 0.055 -0.325
N 0.769 1.950 -0.173
N 1.515 -0.112 -0.195
O 2.312 -1.280 -0.258
H -0.846 1.623 1.213
H 0.135 -1.173 1.091
H -2.991 -0.073 -1.197
H -2.290 -1.641 -0.842
H 2.868 1.390 -0.644
H 1.715 -1.923 -0.541
*
```

Output
- E_HOMO: -8.170 eV
- Lowest unoccupied orbital energy: 0.02603 Ha
- Frontier orbital gap: 8.9 eV
- Structure (SMILES): C=C1[C@@H]2[C@H]1N=CN2O

S) Below is a single C5H6N2O molecule, with properties calculated with ωB97M-V with the def2-TZVPD basis set.

```
! wB97M-V def2-TZVPD RIJCOSX def2/J DEFGRID3
* xyz 0 1
C 2.463 -0.224 0.937
C -0.210 1.273 -0.787
C -1.681 1.250 -0.959
C -1.891 -0.215 -0.410
C -0.599 -0.907 0.040
H 3.202 0.360 1.570
H 2.380 -1.375 0.809
H 0.534 2.020 -1.206
H -2.180 1.980 -1.401
H -2.530 0.117 0.573
H -2.380 -1.064 -1.077
N 1.585 0.687 0.774
N 0.450 0.211 -0.095
O -0.221 -1.924 0.382
*
```

Output
- E_HOMO: -8.074 eV
- Lowest unoccupied orbital energy: 0.03221 Ha
- Frontier orbital gap: 9.0 eV
- Structure (SMILES): C=NN1C=CCC1=O

Short version: P) is the least stable of them.